[1]
Molecular formula: C2H7N3OS
Method: DFT, wB97M-V/def2-TZVPD

Atoms and positions in Å:
H (2.5040, -1.2302, -0.1573)
N (2.2393, -0.3313, -0.5781)
C (1.0119, -0.0987, -0.3512)
N (0.3768, 1.1028, -0.7185)
S (1.2416, 2.3729, -1.3935)
N (0.0783, -0.9498, 0.3139)
O (-1.2692, -0.7390, 0.1398)
C (-1.8544, -0.3166, 1.3378)
H (-0.5866, 1.0230, -1.0123)
H (1.7885, 1.7947, -2.4776)
H (0.2753, -1.9078, 0.0258)
H (-1.6924, -1.1610, 2.0354)
H (-2.8739, -0.0433, 1.0333)
H (-1.2391, 0.4841, 1.8025)

Force components x, y, z for each atom (eV/Å):
H 0.0 0.3 -0.2
N -0.5 -0.5 0.6
C -1.5 1.2 -0.5
N 0.6 -0.6 0.0
S 0.2 0.5 0.1
N 1.9 -1.3 0.1
O 0.0 0.6 -1.8
C 1.0 -0.2 1.1
H 0.1 -0.2 0.2
H -0.1 -0.2 0.0
H -0.2 0.1 0.3
H -1.1 0.3 0.0
H 0.3 -0.1 0.8
H -0.8 0.1 -0.5

Values from the calculation:
- SMILES: [H]/N=C(/NS)NOC
- ΔE to the lowest compared entry with this formula, charge and spin: 174.2 kJ/mol
- Calculated total energy: -718.00955 Ha
- E_HOMO: -9.1 eV
- Kohn-Sham gap: 9.84 eV

Löwdin atomic charges, in units of e:
1 H 0.053
2 N 0.112
3 C -0.549
4 N -0.400
5 S 0.742
6 N 0.000
7 O -0.214
8 C -0.095
9 H 0.073
10 H -0.147
11 H 0.142
12 H 0.089
13 H 0.100
14 H 0.093



[2]
Molecular formula: C3H4F2S
Method: DFT, wB97M-V/def2-TZVPD

Atoms and positions in Å:
C (1.1767, 1.9340, 0.8519)
C (-0.8669, -1.9414, -1.0512)
C (-0.8786, -0.6801, -1.1527)
F (-1.8735, 0.0293, -1.6941)
F (0.0599, 0.1491, -0.6630)
S (1.4018, 1.9613, 2.4858)
H (0.0805, 1.9499, 0.6264)
H (-0.0278, -2.5637, -0.6491)
H (-1.8183, -2.4894, -1.1183)
H (2.7462, 1.6510, 2.3642)

Force components x, y, z for each atom (eV/Å):
C -0.7 -0.1 -0.3
C 0.0 -4.9 1.2
C 0.2 3.8 0.2
F 0.5 -0.2 0.5
F -0.6 -0.7 -1.1
S 1.0 -0.6 -0.6
H 0.6 0.5 0.5
H -0.8 1.2 -0.3
H 0.6 0.4 -0.7
H -0.7 0.5 0.7

Values from the calculation:
- ΔE to the lowest compared entry with this formula, charge and spin: 370.8 kJ/mol
- Calculated total energy: -714.46663 Ha
- E_HOMO: -8.6 eV
- Kohn-Sham gap: 8.70 eV

Löwdin atomic charges, in units of e:
1 C -0.483
2 C 0.072
3 C -0.448
4 F 0.110
5 F 0.053
6 S 0.686
7 H -0.064
8 H 0.098
9 H 0.087
10 H -0.111



[3]
Molecular formula: C36H40CoP2
Method: DFT, wB97M-V/def2-TZVPD

Atoms and positions in Å:
Co (0.0056, 0.1936, 2.2181)
C (-1.7213, 0.8434, -3.5143)
C (-1.7576, -0.4627, -3.2606)
C (-1.0073, -1.5187, -4.0299)
C (0.4180, -1.1334, -4.5219)
C (1.2570, -0.3088, -3.5815)
C (1.2874, 1.0364, -3.5969)
C (0.4288, 1.9139, -4.4496)
C (-1.0113, 1.4267, -4.7041)
C (1.3066, 0.2678, 3.7699)
H (-2.3108, 1.5520, -2.9244)
H (-2.4642, -0.8564, -2.5245)
H (-1.5643, -1.8266, -4.9320)
H (-0.9184, -2.4244, -3.4103)
H (0.9643, -2.0721, -4.7083)
H (0.3385, -0.6426, -5.5033)
H (1.9722, -0.8958, -2.9929)
H (2.1039, 1.5758, -3.1231)
H (0.9144, 2.0585, -5.4290)
H (0.3972, 2.9050, -3.9784)
H (-1.5724, 2.2944, -5.0651)
H (-0.9955, 0.7187, -5.5372)
H (1.0642, 1.1347, 4.4139)
H (2.3971, 0.2333, 3.5985)
H (1.0034, -0.6645, 4.2896)
P (-1.4842, -0.6567, 0.9992)
P (1.7633, 0.0298, 1.0345)
C (-0.4178, -0.8998, -0.4126)
C (0.9314, -0.6728, -0.3736)
C (-2.3690, -2.1829, 1.3835)
C (-2.7455, -3.0017, 0.3070)
C (-3.5031, -4.1453, 0.5500)
C (-3.8497, -4.4785, 1.8673)
C (-3.4497, -3.6729, 2.9408)
C (-2.6951, -2.5256, 2.7036)
C (-2.6378, 0.7328, 0.7029)
C (-2.1442, 2.0468, 0.7011)
C (-3.0479, 3.1117, 0.5996)
C (-4.4205, 2.8518, 0.4940)
C (-4.9019, 1.5358, 0.4768)
C (-4.0101, 0.4713, 0.5921)
C (3.1926, -1.0127, 1.4001)
C (2.9693, -2.2825, 1.9538)
C (4.0628, -3.0860, 2.2849)
C (5.3634, -2.6161, 2.0511)
C (5.5792, -1.3532, 1.4803)
C (4.4926, -0.5459, 1.1552)
C (2.2859, 1.7448, 0.7425)
C (2.4631, 2.6579, 1.7973)
C (2.9020, 3.9519, 1.5123)
C (3.1448, 4.3329, 0.1874)
C (2.9670, 3.4246, -0.8661)
C (2.5374, 2.1266, -0.5801)
H (-0.9094, -1.2535, -1.3241)
H (1.5879, -0.9706, -1.1883)
H (-2.4572, -2.7361, -0.7102)
H (-3.8199, -4.7709, -0.2869)
H (-4.4412, -5.3713, 2.0592)
H (-3.7254, -3.9268, 3.9647)
H (-2.3748, -1.8866, 3.5250)
H (-1.0688, 2.2329, 0.8278)
H (-2.6806, 4.1390, 0.6195)
H (-5.1208, 3.6850, 0.4224)
H (-5.9703, 1.3376, 0.3889)
H (-4.3718, -0.5587, 0.6226)
H (1.9521, -2.6312, 2.1435)
H (3.9064, -4.0701, 2.7336)
H (6.2212, -3.2397, 2.3067)
H (6.5907, -0.9873, 1.2993)
H (4.6374, 0.4458, 0.7292)
H (2.2525, 2.3480, 2.8174)
H (3.0500, 4.6619, 2.3275)
H (3.4860, 5.3389, -0.0336)
H (3.1525, 3.7155, -1.9074)
H (2.3872, 1.3865, -1.3615)
C (-1.2998, 0.4424, 3.7195)
H (-1.0689, -0.3886, 4.4120)
H (-2.3745, 0.4262, 3.4868)
H (-1.0542, 1.3971, 4.2186)

Force components x, y, z for each atom (eV/Å):
Co 0.7 0.8 4.6
C -0.4 -0.1 -0.2
C -0.6 0.1 -0.4
C 0.4 -0.2 -0.2
C -0.2 -0.4 -0.1
C 0.5 0.7 -0.5
C 0.6 -1.1 -0.5
C -0.2 0.3 -0.1
C 0.3 0.3 -0.2
C 0.4 0.2 0.6
H 0.1 -0.4 0.0
H 0.3 0.3 0.0
H -0.1 0.1 0.3
H -0.1 0.3 -0.1
H -0.2 0.2 0.0
H 0.2 -0.1 0.4
H -0.2 0.5 -0.2
H -0.3 -0.3 0.2
H 0.0 0.1 0.2
H 0.0 -0.1 -0.1
H -0.1 -0.1 0.0
H -0.2 0.1 0.2
H 0.2 -0.5 -0.2
H -0.5 0.0 0.1
H 0.3 0.5 -0.2
P 0.7 0.0 -2.5
P -0.7 -1.0 -2.2
C -3.0 -0.6 0.1
C 3.2 0.4 0.2
C -0.5 0.1 -0.2
C -0.3 -0.1 0.4
C 0.1 0.1 0.3
C 0.0 0.2 0.0
C 0.1 -0.1 -0.3
C -0.1 0.0 -0.4
C -0.7 -0.6 0.1
C -0.5 -0.1 0.1
C 0.1 -0.4 0.0
C 0.0 -0.2 -0.1
C 0.2 0.3 0.0
C 0.2 0.5 0.0
C 0.4 0.3 0.1
C 0.4 0.1 0.1
C 0.1 0.3 -0.1
C 0.0 0.2 -0.2
C -0.1 -0.3 0.1
C -0.3 -0.4 0.3
C 0.7 0.2 0.0
C 0.0 0.0 -0.5
C -0.1 -0.1 -0.2
C 0.0 -0.3 -0.1
C -0.1 -0.1 0.2
C 0.2 0.3 0.3
H 0.6 0.1 0.4
H -0.4 -0.1 0.2
H -0.1 -0.1 0.3
H 0.1 0.1 0.3
H 0.1 0.2 0.0
H 0.1 0.0 -0.3
H -0.2 -0.2 -0.2
H -0.4 0.0 -0.2
H -0.1 -0.3 0.0
H 0.2 -0.2 0.0
H 0.2 0.1 0.0
H 0.1 0.3 0.0
H 0.3 0.1 -0.1
H 0.1 0.3 -0.2
H -0.3 0.2 0.0
H -0.2 -0.2 0.1
H 0.0 -0.2 0.1
H 0.1 0.1 -0.2
H 0.0 -0.2 -0.3
H 0.0 -0.1 0.1
H 0.0 0.0 0.5
H 0.0 0.2 0.3
C -0.5 -0.1 0.4
H -0.2 0.5 -0.1
H 0.2 0.1 0.1
H -0.2 -0.4 -0.2

Values from the calculation:
- 2S+1: 4
- Expectation value of S²: 3.79
- ΔE to the lowest compared entry with this formula, charge and spin: 0.0 kJ/mol
- Calculated total energy: -3461.00836 Ha
- E_HOMO (spin up / spin down): -4.5 / -7.8 eV
- Kohn-Sham gap (spin up / spin down): 4.95 / 8.01 eV

Löwdin atomic charges, in units of e:
1 Co 0.313
2 C -0.094
3 C -0.150
4 C -0.180
5 C -0.187
6 C -0.108
7 C -0.112
8 C -0.186
9 C -0.197
10 C -0.235
11 H 0.107
12 H 0.091
13 H 0.116
14 H 0.103
15 H 0.111
16 H 0.099
17 H 0.092
18 H 0.074
19 H 0.119
20 H 0.107
21 H 0.109
22 H 0.096
23 H 0.008
24 H -0.005
25 H 0.018
26 P 0.919
27 P 0.910
28 C -0.354
29 C -0.376
30 C -0.335
31 C -0.088
32 C -0.079
33 C -0.084
34 C -0.078
35 C -0.077
36 C -0.335
37 C -0.090
38 C -0.078
39 C -0.090
40 C -0.083
41 C -0.084
42 C -0.337
43 C -0.084
44 C -0.078
45 C -0.085
46 C -0.082
47 C -0.076
48 C -0.337
49 C -0.079
50 C -0.077
51 C -0.083
52 C -0.071
53 C -0.090
54 H 0.009
55 H 0.027
56 H 0.094
57 H 0.105
58 H 0.100
59 H 0.105
60 H 0.080
61 H 0.100
62 H 0.104
63 H 0.100
64 H 0.103
65 H 0.102
66 H 0.111
67 H 0.105
68 H 0.101
69 H 0.104
70 H 0.103
71 H 0.079
72 H 0.105
73 H 0.099
74 H 0.106
75 H 0.064
76 C -0.237
77 H -0.003
78 H -0.004
79 H 0.007



[4]
Molecular formula: C47H54AsCl3GeN4OPS2Zr
Method: DFT, wB97M-V/def2-TZVPD

Atoms and positions in Å:
Zr (0.3975, -14.9342, 13.3508)
C (7.0696, -18.5616, 14.9964)
C (5.6590, -18.1413, 14.6741)
C (5.0605, -19.1354, 13.6946)
C (4.8672, -18.0913, 16.0278)
C (5.5799, -16.7039, 14.0699)
C (6.6055, -15.7768, 14.1384)
C (6.4451, -14.4681, 13.6912)
C (5.1364, -14.0679, 13.3620)
S (4.5584, -12.5726, 12.8124)
C (2.9600, -13.1822, 12.6331)
N (2.8061, -14.4218, 13.0473)
C (4.0824, -15.0026, 13.3098)
C (4.3320, -16.3219, 13.5881)
C (1.8797, -12.3814, 12.1888)
C (2.1209, -11.0876, 11.6835)
C (1.0418, -10.3483, 11.2891)
C (-0.2499, -10.7788, 11.4518)
C (-0.4876, -12.0793, 12.0140)
C (0.5546, -12.9416, 12.3151)
H (7.1197, -19.5855, 15.3910)
H (7.5056, -17.9466, 15.8307)
H (7.7930, -18.4686, 14.2075)
H (4.9248, -20.0789, 14.1717)
H (5.6862, -19.2064, 12.8746)
H (3.9399, -19.0060, 13.3638)
H (5.0551, -18.9555, 16.6400)
H (3.7777, -18.0973, 15.8178)
H (5.0551, -17.2031, 16.6819)
H (7.5484, -16.0359, 14.5114)
H (7.2098, -13.7146, 13.7091)
H (3.5628, -17.0340, 13.6003)
H (3.1150, -10.6670, 11.5878)
H (1.2312, -9.3325, 10.9622)
H (-1.0726, -10.0900, 11.1657)
H (-1.5534, -12.3228, 11.9924)
S (1.4133, -16.8318, 14.8444)
C (1.2152, -18.3622, 13.9896)
C (1.4729, -19.4954, 14.7366)
C (1.7144, -20.7111, 14.1433)
C (1.5825, -20.9498, 12.8065)
C (1.1687, -19.8424, 11.9952)
C (1.1224, -18.5434, 12.5931)
As (1.1023, -16.9016, 11.5670)
C (2.7874, -16.8334, 10.6439)
C (3.1163, -15.6982, 9.9163)
C (4.3250, -15.6232, 9.2625)
C (5.2106, -16.7073, 9.2808)
C (4.9188, -17.7954, 10.0828)
C (3.6954, -17.9019, 10.7107)
C (0.0287, -17.4606, 10.0947)
C (0.4310, -17.3356, 8.7636)
C (-0.3985, -17.7351, 7.7468)
C (-1.6130, -18.3383, 8.0426)
C (-1.9977, -18.4715, 9.3618)
C (-1.1983, -18.0732, 10.4088)
H (1.6991, -19.4848, 15.8121)
H (2.1471, -21.4415, 14.8106)
H (1.7543, -21.9798, 12.4385)
H (0.9297, -19.9877, 10.9545)
H (2.4931, -14.7580, 10.0179)
H (4.5517, -14.6996, 8.7509)
H (6.1534, -16.6697, 8.7458)
H (5.6886, -18.5453, 10.1096)
H (3.4083, -18.7672, 11.2625)
H (1.3531, -16.8613, 8.5289)
H (-0.2505, -17.5320, 6.6686)
H (-2.3871, -18.6091, 7.3306)
H (-2.8685, -19.0607, 9.5885)
H (-1.5743, -18.0329, 11.4060)
Cl (-4.1738, -16.8790, 11.8878)
Ge (-3.6235, -15.0577, 12.9223)
Cl (-1.4958, -14.7987, 11.5566)
Cl (-1.9391, -16.1354, 14.3412)
O (0.4535, -13.9389, 15.1853)
P (0.3129, -13.2777, 16.6000)
N (0.4034, -11.6359, 16.3924)
C (0.9926, -10.9811, 15.2502)
C (-0.0021, -9.8560, 15.0019)
C (-0.3144, -9.3360, 16.4145)
C (-0.1713, -10.5940, 17.3176)
N (1.4833, -13.8133, 17.6133)
C (1.5883, -15.2565, 17.8778)
C (3.0410, -15.5037, 17.7691)
C (3.6813, -14.1685, 18.2360)
C (2.7865, -13.1492, 17.6247)
N (-1.1443, -13.5543, 17.2710)
C (-1.4209, -14.5550, 18.3406)
C (-2.9176, -14.3906, 18.5568)
C (-3.3802, -14.1533, 17.1431)
C (-2.3481, -13.2413, 16.4790)
H (1.0232, -11.7458, 14.5206)
H (1.9387, -10.5841, 15.4736)
H (-0.8768, -10.3794, 14.6262)
H (0.3117, -9.1282, 14.2967)
H (-1.3216, -8.8807, 16.5258)
H (0.3653, -8.5597, 16.7506)
H (-1.1634, -10.9364, 17.6588)
H (0.3824, -10.3123, 18.2145)
H (0.9931, -15.8127, 17.1039)
H (1.1378, -15.5222, 18.8109)
H (3.3250, -15.6019, 16.6987)
H (3.4984, -16.3709, 18.3014)
H (4.6771, -14.0707, 17.8262)
H (3.5603, -14.0657, 19.3307)
H (3.1275, -12.9026, 16.6244)
H (2.8244, -12.2307, 18.1742)
H (-0.7905, -14.3446, 19.2000)
H (-1.2966, -15.5590, 18.0098)
H (-3.1431, -13.6067, 19.3032)
H (-3.2907, -15.3121, 18.9493)
H (-4.4117, -13.7754, 17.0685)
H (-3.3365, -15.1223, 16.6064)
H (-2.6207, -12.1750, 16.4959)
H (-2.1771, -13.5381, 15.4313)

Force components x, y, z for each atom (eV/Å):
Zr -1.2 1.9 0.2
C 1.1 0.3 1.7
C -0.5 1.4 0.5
C -3.4 0.3 1.1
C -0.8 0.6 -0.4
C -0.6 -1.0 0.4
C -0.4 1.0 -0.8
C -1.6 0.1 0.3
C 0.3 -1.5 -0.4
S 0.0 1.2 -0.5
C 1.1 -0.7 1.0
N 0.1 -0.6 -0.6
C -0.7 0.8 0.5
C 1.0 0.5 0.8
C -1.5 1.0 -0.6
C -0.1 -1.5 0.5
C -0.1 1.6 0.0
C -0.6 -0.9 0.7
C -0.6 1.9 -1.6
C 1.6 0.8 0.3
H -0.2 0.1 -0.3
H -0.5 -0.3 -0.6
H 0.1 -0.1 -0.7
H 0.6 -1.0 0.5
H 1.0 -0.4 -1.9
H 2.1 0.6 0.4
H 0.3 -0.6 0.1
H 0.5 0.1 0.1
H 0.2 -0.6 -0.9
H 1.2 -0.5 0.4
H 0.5 -0.1 0.0
H -0.9 -0.7 -0.3
H 0.0 -0.2 0.0
H -0.1 -0.1 -0.3
H 0.5 -0.8 0.3
H 0.5 -0.3 0.5
S -0.2 -1.6 -0.6
C 0.7 0.8 0.2
C 0.8 -0.9 1.5
C 0.6 -0.3 1.3
C -1.0 0.6 -1.4
C 0.4 0.5 1.7
C -0.1 -0.8 -1.0
As 0.2 -0.8 -1.2
C 0.8 -0.6 0.3
C -0.8 1.5 1.2
C 0.4 -0.2 -0.5
C -0.3 0.9 0.3
C 0.3 -0.1 -0.8
C -0.7 0.9 -0.1
C -1.0 -0.6 -0.2
C 0.0 0.3 0.7
C -1.3 -0.2 -1.7
C -0.5 0.4 0.5
C 0.0 -1.2 0.5
C 0.9 1.3 -1.0
H -0.5 0.5 -0.5
H -0.3 -0.5 -0.1
H -0.1 1.0 -0.1
H 0.2 0.2 -0.2
H 0.5 -1.2 -0.4
H 0.2 -0.1 -0.2
H -0.1 0.1 0.1
H -0.1 -0.6 0.3
H 0.2 -0.5 0.3
H 0.6 0.2 -0.2
H 0.6 -0.1 0.9
H 0.6 -0.1 -0.4
H -0.6 0.3 0.0
H -0.2 -0.4 0.7
Cl -0.2 0.0 0.1
Ge 0.4 -0.2 -0.2
Cl -0.1 -0.5 0.2
Cl 0.8 0.0 0.2
O 0.0 -0.2 -0.2
P -0.2 1.6 0.1
N -0.1 -0.7 1.7
C -1.3 0.2 0.2
C -0.5 -0.9 0.6
C -0.5 -0.1 0.1
C -1.1 -0.1 -0.4
N -1.3 0.5 -0.2
C -1.2 -0.4 -1.2
C 2.4 -0.3 -0.2
C -0.5 -1.0 0.5
C 0.2 0.3 -0.6
N 0.8 -0.3 0.0
C -0.3 1.3 0.1
C 0.6 0.5 0.7
C -1.1 -0.1 -0.9
C -0.1 -0.3 -0.1
H 0.4 -0.2 -1.3
H 1.6 0.4 0.3
H -0.4 0.3 -0.3
H 0.3 0.7 -0.6
H 0.5 -0.4 -0.3
H 0.3 0.0 -0.2
H 0.5 0.0 -0.1
H 0.5 -0.6 -0.1
H 0.5 0.4 0.7
H 0.0 0.0 0.8
H -0.2 -0.1 0.4
H -0.8 0.5 -0.3
H 0.4 0.0 0.6
H 0.7 -0.2 -0.4
H 0.0 0.0 -0.5
H -0.5 0.6 0.4
H -0.1 0.0 0.1
H 0.6 -0.9 -0.4
H 0.0 -0.1 -0.7
H -0.5 -0.5 0.3
H 0.4 -0.1 0.0
H -0.2 0.4 0.3
H 0.2 -0.3 0.2
H -0.2 0.2 0.2

Values from the calculation:
- 2S+1: 2
- Charge: +2
- Expectation value of S²: 0.77
- Calculated total energy: -8995.44413 Ha
- E_HOMO (spin up / spin down): -13.0 / -13.0 eV
- Kohn-Sham gap (spin up / spin down): 7.08 / 4.58 eV

Here are the Löwdin charges for atoms 1 to 99, given in e:
1 Zr 1.085
2 C -0.062
3 C -0.512
4 C -0.030
5 C -0.025
6 C -0.130
7 C -0.002
8 C -0.024
9 C -0.462
10 S 1.188
11 C -0.558
12 N -0.007
13 C -0.274
14 C -0.024
15 C -0.285
16 C -0.034
17 C -0.082
18 C -0.040
19 C -0.169
20 C -0.291
21 H 0.100
22 H 0.108
23 H 0.086
24 H 0.082
25 H 0.067
26 H 0.092
27 H 0.083
28 H 0.045
29 H 0.090
30 H 0.100
31 H 0.115
32 H 0.032
33 H 0.103
34 H 0.121
35 H 0.130
36 H 0.055
37 S 0.810
38 C -0.613
39 C -0.114
40 C -0.077
41 C 0.000
42 C -0.019
43 C -0.356
44 As 1.244
45 C -0.390
46 C -0.139
47 C -0.059
48 C -0.043
49 C -0.061
50 C -0.089
51 C -0.403
52 C -0.082
53 C -0.058
54 C -0.056
55 C -0.090
56 C -0.159
57 H 0.127
58 H 0.126
59 H 0.141
60 H 0.116
61 H 0.130
62 H 0.113
63 H 0.117
64 H 0.112
65 H 0.070
66 H 0.085
67 H 0.129
68 H 0.120
69 H 0.109
70 H 0.058
71 Cl 0.030
72 Ge 0.324
73 Cl 0.067
74 Cl -0.041
75 O -0.504
76 P 0.666
77 N -0.170
78 C -0.193
79 C -0.144
80 C -0.141
81 C -0.133
82 N -0.165
83 C -0.229
84 C -0.179
85 C -0.143
86 C -0.204
87 N -0.172
88 C -0.167
89 C -0.157
90 C -0.177
91 C -0.192
92 H 0.064
93 H 0.114
94 H 0.109
95 H 0.103
96 H 0.123
97 H 0.108
98 H 0.100
99 H 0.114